ORCA calculation (ωB97M-V with the def2-TZVPD basis set) on 2 unconnected molecules or ions with the total composition C5H6O2.

```
13
Properties=species:S:1:pos:R:3:lowdin_charge:R:1
O -1.984 -0.444 0.704 -0.045
C -1.055 -0.825 -0.290 -0.280
C -0.496 0.438 -0.956 0.037
C 0.341 1.554 -0.405 -0.317
O 0.705 1.644 0.753 0.001
C 1.634 -0.229 0.050 -0.002
C 2.118 -0.855 0.976 0.026
H -1.455 0.001 1.384 0.094
H -0.262 -1.465 0.104 0.083
H -1.596 -1.422 -1.041 0.123
H -1.111 0.768 -1.828 0.117
H 0.598 2.366 -1.132 0.133
H 2.561 -1.532 1.682 0.028
```

Computed properties:
Orbital gap (alpha / beta) ... 0.304 / 0.259 Ha
Highest occupied orbital energy (alpha / beta) ... -9.903 / -9.129 eV

---

ORCA calculation (ωB97M-V with the def2-TZVPD basis set) on a single C5H6O2 molecule.

```
13
Properties=species:S:1:pos:R:3:lowdin_charge:R:1
O 0.145 -1.725 -1.669 0.097
C 0.016 -0.902 -0.789 -0.379
C -0.784 -1.238 0.452 -0.059
O -1.399 -0.097 1.123 -0.095
C -0.908 1.112 1.193 -0.026
C 0.399 1.288 0.443 -0.207
C 0.642 0.471 -0.835 -0.103
H -0.125 -1.730 1.180 0.147
H -1.600 -1.917 0.194 0.139
H 0.229 0.980 -1.714 0.132
H 1.159 1.064 1.213 0.125
H 0.511 2.357 0.242 0.099
H 1.713 0.338 -1.033 0.130
```

Computed properties:
Orbital gap ... 0.335 Ha
Highest occupied orbital energy ... -8.517 eV

---

ORCA calculation (ωB97M-V with the def2-TZVPD basis set) on a single C5H6O2 molecule.

```
13
Properties=species:S:1:pos:R:3:lowdin_charge:R:1
O 2.376 -1.952 -0.411 0.052
C 1.609 -1.048 -0.171 -0.233
C 1.492 -0.414 1.236 -0.143
C 0.254 0.376 1.200 -0.048
C -0.756 0.823 0.724 0.004
C -1.831 1.091 -0.253 -0.262
O -1.596 0.302 -1.407 -0.067
H 0.916 -0.601 -0.925 0.122
H 1.477 -1.221 1.982 0.122
H 2.388 0.196 1.423 0.123
H -2.816 0.873 0.167 0.115
H -1.820 2.133 -0.584 0.120
H -1.929 -0.587 -1.235 0.095
```

Computed properties:
Orbital gap ... 0.386 Ha
Structure (SMILES) ... O=CCC#CCO
Highest occupied orbital energy ... -9.826 eV

---

ORCA calculation (ωB97M-V with the def2-TZVPD basis set) on a molecular structure, C5H6O2.

```
13
Properties=species:S:1:pos:R:3:lowdin_charge:R:1
C 0.439 1.082 1.331 0.135
O 1.204 0.906 -1.144 0.019
C 0.366 0.094 -1.555 -0.245
C 0.059 -1.195 -0.825 -0.227
O 0.810 -1.147 0.406 0.004
C -0.098 -0.161 0.839 -0.497
C -1.055 -0.427 -0.182 0.040
H -0.233 1.933 1.406 0.085
H 1.297 1.046 1.996 0.085
H -0.285 0.308 -2.424 0.134
H 0.001 -2.166 -1.323 0.151
H -0.490 -0.247 1.931 0.201
H -2.016 -0.026 -0.458 0.116
```

Computed properties:
Orbital gap (alpha / beta) ... 0.255 / 0.312 Ha
Highest occupied orbital energy (alpha / beta) ... -7.608 / -7.998 eV

---

ORCA calculation (ωB97M-V with the def2-TZVPD basis set) on a single C5H6O2 molecule.

```
13
Properties=species:S:1:pos:R:3:lowdin_charge:R:1
C -0.531 2.263 -0.156 0.143
C -0.421 1.097 0.124 -0.096
C -0.231 -0.314 0.501 -0.375
C -1.380 -1.200 0.041 -0.031
O 0.956 -0.898 -0.062 0.002
C 2.042 -0.145 -0.330 -0.334
O 3.046 -0.628 -0.767 0.091
H -0.613 3.298 -0.411 0.039
H -0.139 -0.363 1.594 0.154
H -1.465 -1.161 -1.049 0.094
H -2.323 -0.870 0.486 0.090
H -1.178 -2.231 0.342 0.088
H 1.907 0.929 -0.132 0.134
```

Computed properties:
Orbital gap ... 0.410 Ha
Structure (SMILES) ... C#C[C@@H](C)OC=O
Highest occupied orbital energy ... -10.330 eV

---

ORCA calculation (ωB97M-V with the def2-TZVPD basis set) on a single C5H6O2 molecule.

```
13
Properties=species:S:1:pos:R:3:lowdin_charge:R:1
C -1.002 0.022 1.338 0.111
C -0.346 -0.289 0.232 -0.340
C -1.110 -0.860 -0.888 -0.230
O -0.593 -1.302 -1.889 0.062
C 1.111 -0.237 0.138 -0.084
C 1.131 1.136 -0.663 -0.224
O 1.614 2.148 -0.223 0.059
H -0.572 0.180 2.302 0.074
H -2.050 0.174 1.464 0.069
H -2.202 -0.897 -0.778 0.127
H 1.504 -1.087 -0.430 0.124
H 1.652 -0.093 1.076 0.125
H 0.837 1.102 -1.718 0.127
```

Computed properties:
Orbital gap ... 0.349 Ha
Structure (SMILES) ... C=C(C=O)CC=O
Highest occupied orbital energy ... -9.701 eV

---

ORCA calculation (ωB97M-V with the def2-TZVPD basis set) on a molecular structure, C5H6O2.

```
13
Properties=species:S:1:pos:R:3:lowdin_charge:R:1
O -2.365 -1.743 -0.093 -0.118
C -0.100 -0.041 -0.562 0.067
C 1.388 -0.428 -0.293 -0.238
O 1.957 0.771 -0.789 -0.010
C 0.657 1.314 -0.647 -0.243
C 0.198 1.102 0.736 -0.018
C 0.730 -0.155 0.992 -0.011
H -3.126 -1.195 -0.304 0.017
H -1.613 -1.193 -0.401 -0.052
H 1.871 -1.361 -0.562 0.158
H 0.401 2.164 -1.273 0.157
H -0.634 1.569 1.245 0.143
H 0.382 -0.871 1.727 0.148
```

Computed properties:
Orbital gap ... 0.364 Ha
Highest occupied orbital energy ... -9.045 eV

---

ORCA calculation (ωB97M-V with the def2-TZVPD basis set) on a single C5H6O2 molecule.

```
13
Properties=species:S:1:pos:R:3:lowdin_charge:R:1
C 2.787 -0.377 -0.027 0.135
C 1.592 -0.237 -0.041 -0.069
C 0.126 -0.238 -0.017 -0.367
C -0.466 0.069 1.357 -0.023
O -0.341 0.728 -0.988 -0.004
C -1.546 0.468 -1.503 -0.336
O -2.254 -0.458 -1.201 0.073
H 3.844 -0.523 -0.022 0.031
H -0.216 -1.221 -0.353 0.148
H -0.536 1.151 1.504 0.094
H 0.160 -0.348 2.148 0.087
H -1.465 -0.363 1.431 0.082
H -1.796 1.228 -2.258 0.149
```

Computed properties:
Orbital gap ... 0.416 Ha
Structure (SMILES) ... C#C[C@@H](C)OC=O
Highest occupied orbital energy ... -10.363 eV

---

ORCA calculation (ωB97M-V with the def2-TZVPD basis set) on a single C5H6O2 molecule.

```
13
Properties=species:S:1:pos:R:3:lowdin_charge:R:1
C -1.694 -2.424 -1.302 0.139
C -1.107 -1.549 -0.699 -0.024
C -0.691 -0.178 -0.362 -0.261
O -1.246 0.526 -1.189 0.076
C 0.134 0.693 0.710 -0.354
C 1.645 0.473 0.802 -0.042
O -0.065 2.021 0.308 -0.046
H -2.098 -3.342 -1.678 0.040
H -0.305 0.562 1.714 0.145
H 2.076 1.263 1.433 0.087
H 2.108 0.565 -0.184 0.087
H 1.894 -0.493 1.247 0.078
H -0.741 1.997 -0.399 0.076
```

Computed properties:
Orbital gap ... 0.375 Ha
Structure (SMILES) ... C#CC(=O)[C@@H](C)O
Highest occupied orbital energy ... -10.258 eV

---

ORCA calculation (ωB97M-V with the def2-TZVPD basis set) on a single C5H6O2 molecule.

```
13
Properties=species:S:1:pos:R:3:lowdin_charge:R:1
O -1.753 1.408 -0.224 -0.049
C -1.000 1.100 0.930 -0.214
C 0.066 0.072 0.662 -0.037
C -0.020 -1.059 -0.260 -0.463
C 1.446 -1.378 -0.321 0.010
C 1.119 0.124 -0.225 0.028
O -0.689 -1.028 -1.307 0.009
H -1.985 0.579 -0.673 0.081
H -1.647 0.768 1.755 0.120
H -0.524 2.032 1.244 0.121
H 1.713 -1.912 -1.233 0.121
H 2.014 -1.658 0.563 0.109
H 1.262 0.953 -0.913 0.162
```

Computed properties:
Orbital gap ... 0.344 Ha
Highest occupied orbital energy ... -9.482 eV

---

ORCA calculation (ωB97M-V with the def2-TZVPD basis set) on a molecular structure, C5H6O2.

```
13
Properties=species:S:1:pos:R:3:lowdin_charge:R:1
O 1.268 2.021 -0.295 0.073
C 1.694 0.895 -0.235 -0.181
C 0.872 -0.365 -0.460 -0.237
O 0.663 -0.965 0.844 -0.039
C -0.749 -0.948 0.614 -0.232
C -1.276 0.434 0.425 -0.041
C -0.622 -0.283 -0.727 -0.132
H 2.744 0.692 0.063 0.131
H 1.407 -1.059 -1.123 0.153
H -1.315 -1.806 0.961 0.147
H -2.358 0.513 0.351 0.113
H -0.778 1.285 0.877 0.108
H -1.111 -0.516 -1.665 0.136
```

Computed properties:
Orbital gap ... 0.387 Ha
Highest occupied orbital energy ... -9.650 eV

---

ORCA calculation (ωB97M-V with the def2-TZVPD basis set) on a single C5H6O2 molecule.

```
13
Properties=species:S:1:pos:R:3:lowdin_charge:R:1
O -2.904 -1.094 -0.239 0.077
C -1.910 -0.440 -0.387 -0.280
C -0.304 1.295 0.811 0.240
C 0.350 0.282 0.032 -0.563
C 1.813 0.234 0.348 -0.082
O 1.391 0.602 -0.929 -0.015
C -0.482 -0.949 -0.255 -0.075
H 0.074 2.282 0.493 0.046
H -1.959 0.651 -0.634 0.124
H 2.279 1.017 0.948 0.122
H 2.250 -0.760 0.463 0.130
H -0.162 -1.422 -1.193 0.139
H -0.438 -1.698 0.542 0.136
```

Computed properties:
Orbital gap ... 0.314 Ha
Highest occupied orbital energy ... -9.401 eV

---

ORCA calculation (ωB97M-V with the def2-TZVPD basis set) on a molecular structure, C5H6O2.

```
13
Properties=species:S:1:pos:R:3:lowdin_charge:R:1
O -2.394 0.631 -0.468 0.086
C -1.628 -0.294 -0.375 -0.228
C -0.153 -0.143 -0.112 -0.320
C 0.438 1.215 1.129 0.077
C 0.491 1.203 -0.364 -0.199
C 0.739 -1.331 -0.151 -0.241
O 1.921 -1.270 0.086 0.062
H -1.981 -1.345 -0.414 0.132
H 1.333 0.699 1.516 0.035
H -0.268 -0.235 1.303 0.235
H 1.487 1.073 -0.796 0.116
H -0.149 1.925 -0.884 0.112
H 0.228 -2.283 -0.398 0.134
```

Computed properties:
Orbital gap ... 0.314 Ha
Highest occupied orbital energy ... -8.938 eV

---

ORCA calculation (ωB97M-V with the def2-TZVPD basis set) on a single C5H6O2 molecule.

```
13
Properties=species:S:1:pos:R:3:lowdin_charge:R:1
C -0.978 -1.319 -0.069 0.081
C -0.594 -0.140 0.415 -0.282
C -0.774 1.143 -0.330 -0.116
O 0.494 1.108 -1.055 -0.005
C 1.304 0.115 -0.478 -0.467
O 2.124 -0.499 -1.094 0.147
C 0.817 -0.020 0.952 -0.037
H -0.488 -2.223 0.280 0.083
H -1.658 -1.407 -0.910 0.082
H -1.625 1.155 -1.021 0.129
H -0.841 2.029 0.320 0.127
H 1.056 0.924 1.453 0.129
H 1.163 -0.868 1.538 0.129
```

Computed properties:
Orbital gap ... 0.395 Ha
Structure (SMILES) ... C=C1COC(=O)C1
Highest occupied orbital energy ... -9.891 eV

---

ORCA calculation (ωB97M-V with the def2-TZVPD basis set) on a single C5H6O2 molecule.

```
13
Properties=species:S:1:pos:R:3:lowdin_charge:R:1
O -3.754 0.102 -0.405 0.050
C -2.571 -0.139 -0.400 -0.290
C -1.661 0.049 0.756 -0.128
C -0.240 0.142 0.587 -0.093
C 0.924 -0.188 0.589 0.009
C 2.319 -0.152 0.191 -0.284
O 2.539 0.806 -0.823 -0.054
H -2.063 -0.655 -1.236 0.129
H -2.103 0.603 1.607 0.144
H -1.154 -1.041 0.732 0.183
H 2.938 0.017 1.080 0.119
H 2.600 -1.120 -0.230 0.123
H 2.127 1.631 -0.533 0.092
```

Computed properties:
Orbital gap ... 0.366 Ha
Structure (SMILES) ... O=CCC#CCO
Highest occupied orbital energy ... -9.498 eV

---

ORCA calculation (ωB97M-V with the def2-TZVPD basis set) on 2 unconnected molecules or ions with the total composition C5H6O3.

```
14
Properties=species:S:1:pos:R:3:lowdin_charge:R:1
C -1.224 1.812 0.307 -0.089
C -2.258 1.035 -0.099 -0.146
C -0.106 0.961 0.123 0.094
C -0.483 -0.312 -0.163 -0.391
C 0.089 -1.648 -0.339 -0.018
O -1.801 -0.218 -0.242 0.002
O 3.296 -0.339 -0.024 -0.060
O 2.583 0.081 1.078 -0.062
H -1.095 2.861 0.637 0.109
H -3.399 1.196 -0.140 0.152
H 0.926 -1.637 -1.041 0.082
H 0.402 -2.011 0.721 0.121
H -0.787 -2.244 -0.581 0.082
H 3.856 0.463 -0.236 0.124
```

Computed properties:
Orbital gap (alpha / beta) ... 0.275 / 0.293 Ha
Highest occupied orbital energy (alpha / beta) ... -8.512 / -8.337 eV

---

ORCA calculation (ωB97M-V with the def2-TZVPD basis set) on a single C5H6O3 molecule.

```
14
Properties=species:S:1:pos:R:3:lowdin_charge:R:1
C -2.251 -1.863 0.360 0.095
C -1.499 -1.019 0.781 -0.053
C -0.307 0.010 0.648 -0.107
C 0.892 -0.721 -0.270 -0.250
O 2.107 -0.472 0.222 -0.015
C -0.421 1.250 -0.257 -0.634
O -1.327 1.596 -0.933 0.131
O 0.649 2.017 -0.203 0.051
H -2.779 -2.803 0.363 0.038
H 0.601 0.508 1.470 0.223
H 0.776 0.006 -1.161 0.122
H 0.620 -1.757 -0.685 0.155
H 2.198 0.401 0.474 0.040
H 0.741 2.847 -0.811 0.204
```

Computed properties:
Orbital gap ... 0.378 Ha
Structure (SMILES) ... C#C[C@@H](CO)C(=O)O
Highest occupied orbital energy ... -9.889 eV

---

ORCA calculation (ωB97M-V with the def2-TZVPD basis set) on a molecular structure, C5H6O3.

```
14
Properties=species:S:1:pos:R:3:lowdin_charge:R:1
C -1.229 0.025 0.373 -0.211
C -1.105 1.192 -0.726 0.036
C 0.586 1.053 -0.559 -0.015
C 0.255 -0.296 0.889 -0.245
C 0.933 -0.418 -0.186 -0.450
H -1.176 -1.632 -0.648 0.021
H -1.907 0.520 1.108 0.154
H -1.645 0.847 -1.664 0.137
H -1.245 2.155 -0.315 0.079
H 1.499 1.573 -0.863 0.154
H 0.135 -0.910 1.794 0.192
O -1.776 -1.285 -0.080 0.009
O 0.896 0.952 0.906 0.040
O 1.842 -1.154 -0.595 0.098
```

Computed properties:
Orbital gap ... 0.391 Ha
Highest occupied orbital energy ... -9.838 eV

---

ORCA calculation (ωB97M-V with the def2-TZVPD basis set) on a single C5H6O3 molecule.

```
14
Properties=species:S:1:pos:R:3:lowdin_charge:R:1
O -2.217 -1.147 -0.725 0.069
C -1.265 -0.526 -0.107 -0.278
C -0.923 0.936 0.044 -0.171
C 0.549 1.211 -0.094 -0.119
C 1.108 -0.172 -0.217 -0.418
O 2.132 -0.549 -0.706 0.145
C 0.037 -1.023 0.312 -0.292
O 0.435 -2.369 0.209 0.018
H -1.367 1.073 1.035 0.122
H -1.587 1.738 -0.598 0.183
H 0.598 1.960 -1.014 0.165
H 1.087 1.775 0.798 0.171
H 0.211 -0.469 1.510 0.269
H 1.202 -2.438 -0.448 0.136
```

Computed properties:
Orbital gap ... 0.362 Ha
Structure (SMILES) ... O=C1CCC(=O)C1O
Highest occupied orbital energy ... -10.144 eV

---

In kcal/mol, the relative energy (zero: lowest compared OMol25 entry of this formula, charge and spin) values for the records above are, in order, 194.36 69.15 63.47 147.99 47.67 40.16 117.91 43.62 72.70 92.63 63.82 125.46 122.60 33.92 95.60 180.14 108.08 116.72 61.62.